25
Properties=species:S:1:pos:R:3:mulliken_charge:R:1 method="wB97M-V/def2-TZVPD" smiles=CC(C)C.CCC multiplicity=1 orbital_gap_ev=11.87 relative_energy_kj_mol=108.98
C -1.522 -1.189 -0.940 0.29
C -2.699 -0.265 -1.257 -1.36
C -2.002 -2.640 -0.791 -1.14
H -0.749 -0.952 -1.673 0.31
H -1.119 -0.779 -0.004 -0.08
H -3.455 -0.335 -0.464 0.32
H -1.745 -3.063 -1.766 0.29
H -1.341 -3.246 -0.166 0.33
H -3.017 -2.626 -0.416 0.34
H -2.388 0.796 -1.253 0.34
H -3.191 -0.231 -2.224 0.37
C 1.195 1.123 0.561 0.90
C 1.954 2.446 0.519 -1.49
C 2.081 0.039 -0.184 -1.46
C 1.107 0.649 2.012 -1.39
H 0.188 1.154 0.152 0.10
H 2.939 2.327 0.969 0.35
H 1.386 3.120 1.164 0.40
H 3.099 0.112 0.192 0.44
H 1.678 -0.961 -0.050 0.34
H 2.091 0.394 -1.218 0.37
H 0.198 0.841 2.610 0.34
H 1.130 -0.444 2.081 0.36
H 1.882 1.075 2.650 0.37
H 2.300 2.654 -0.504 0.38


31
Properties=species:S:1:pos:R:3:mulliken_charge:R:1 method="wB97M-V/def2-TZVPD" multiplicity=1 orbital_gap_ev=9.29 relative_energy_kj_mol=359.02
C 2.050 1.534 1.452 -0.81
C 0.449 1.649 0.982 -0.61
P -0.148 -0.135 0.517 0.26
C 0.316 0.272 -1.289 -0.92
C 0.453 -1.019 -2.287 0.68
N -0.856 -1.594 -2.782 -0.72
N 1.297 -2.158 -1.760 -0.61
N 1.186 -0.503 -3.543 -0.71
C -0.637 -0.491 2.348 0.03
Cl 0.428 -1.711 3.317 -0.20
C -1.819 0.139 3.047 0.18
C -2.827 1.185 2.268 -0.83
Cl -2.102 -0.376 4.843 -0.22
H 2.764 1.440 0.529 0.26
H 2.377 2.412 2.160 0.31
H 2.099 0.531 2.089 0.22
H 0.289 2.395 0.092 0.37
H -0.109 2.094 1.921 0.38
H 0.841 -1.180 0.648 0.06
H -1.512 -0.417 0.125 0.00
H -0.552 0.978 -1.706 0.23
H 1.318 0.902 -1.274 0.21
H -0.605 -2.530 -3.222 0.27
H -1.244 -1.047 -3.605 0.30
H 1.753 -2.700 -2.526 0.28
H 0.652 -2.769 -1.181 0.26
H 2.038 -0.012 -3.141 0.28
H 1.460 -1.294 -4.166 0.27
H -3.584 1.731 3.007 0.31
H -3.501 0.631 1.454 0.25
H -2.275 2.043 1.682 0.23


32
Properties=species:S:1:pos:R:3:mulliken_charge:R:1 method="wB97M-V/def2-TZVPD" total_charge=+2 multiplicity=5 orbital_gap_ev="6.93 / 5.08"
I 2.042 -0.745 -2.292 0.37
I -0.100 -2.512 0.222 0.18
Ir 0.252 0.379 -0.302 0.60
P 1.545 0.115 1.499 0.25
C 2.987 -0.912 1.026 -1.03
C 2.268 1.589 2.231 -1.06
H 2.690 1.228 3.182 0.49
H 1.414 -0.710 3.665 0.44
H 1.454 2.261 2.528 0.34
H -0.313 -0.254 2.950 0.38
H 3.453 -0.531 0.098 0.38
H 3.006 1.980 1.498 0.40
C 0.684 -0.708 2.842 -1.02
H 3.723 -0.752 1.837 0.41
H 0.550 -1.764 2.603 0.32
H 2.689 -1.966 0.883 0.32
P -1.688 0.008 -1.343 0.25
C -1.363 -1.059 -2.798 -1.04
C -2.879 -0.822 -0.289 -1.02
H -2.772 2.124 -1.192 0.34
H -3.540 1.026 -2.297 0.49
H -1.939 1.815 -2.855 0.40
C -2.557 1.430 -2.014 -1.06
H -2.876 -0.334 0.698 0.38
H -3.789 -0.876 -0.906 0.44
H -2.267 -0.946 -3.429 0.41
H -1.144 -2.096 -2.486 0.32
H -2.589 -1.865 -0.152 0.32
H -0.521 -0.663 -3.395 0.38
Cl -1.292 1.621 1.409 -0.33
O 1.756 2.277 -2.082 -0.36
C 1.117 1.661 -1.335 0.31


no.,energy (Ha)
1,-277.45690
2,-1703.29542
3,-2194.69017